Here is C33H32N4OPt as an isolated structure from OMol25. Energies are from ωB97M-V/def2-TZVPD.

Computed properties:
⟨S²⟩   0.757
Strongest force on any atom   0.65 eV/Å
Kohn-Sham gap (spin up / spin down)   6.3 / 6.3 eV
HOMO (spin up / spin down)   -3.5 / -3.6 eV
Charge   -1
2S+1   2
Relative energy (zero: lowest compared OMol25 entry of this formula, charge and spin)   0.000 eV

Last column: Mulliken spin population.
Cartesian coordinates (Å):
Pt (0.120, -1.069, 0.405)  0.792
C (0.316, -0.113, -3.395)  -0.011
C (1.015, -1.471, -3.288)  0.007
C (2.444, -1.288, -2.840)  -0.001
C (3.371, -0.744, -3.726)  -0.009
C (4.659, -0.433, -3.327)  0.015
C (5.029, -0.649, -2.008)  -0.010
C (4.147, -1.217, -1.097)  0.014
C (4.537, -1.275, 0.362)  -0.001
C (3.960, -0.071, 1.114)  0.007
C (2.858, -1.577, -1.534)  -0.001
N (1.943, -2.156, -0.630)  0.075
C (2.192, -3.311, -0.137)  -0.031
C (1.314, -3.810, 0.862)  0.035
C (1.289, -4.950, 1.671)  -0.004
C (0.179, -4.799, 2.508)  0.007
C (-0.410, -3.576, 2.171)  -0.008
N (0.272, -2.986, 1.176)  0.007
H (-0.704, -0.236, -3.763)  0.001
H (0.864, 0.552, -4.069)  -0.001
H (0.264, 0.358, -2.410)  0.010
H (1.010, -1.962, -4.266)  0.000
H (0.462, -2.106, -2.598)  -0.002
H (3.056, -0.544, -4.746)  0.000
H (5.363, -0.007, -4.032)  0.001
H (6.022, -0.370, -1.669)  0.000
H (5.627, -1.293, 0.439)  0.000
H (4.177, -2.182, 0.844)  0.000
H (4.300, 0.865, 0.666)  0.000
H (4.258, -0.083, 2.165)  0.000
H (2.868, -0.093, 1.070)  -0.004
H (3.064, -3.884, -0.457)  0.000
H (1.985, -5.775, 1.645)  0.000
H (-0.164, -5.488, 3.265)  0.000
H (-1.284, -3.102, 2.592)  0.000
N (-0.299, 0.793, 0.237)  0.112
C (-0.824, 1.806, 0.763)  -0.029
C (-1.403, 1.793, 2.157)  0.019
C (-2.018, 0.640, 2.641)  -0.027
C (-2.513, 0.591, 3.936)  0.008
C (-2.388, 1.689, 4.777)  -0.005
C (-1.759, 2.835, 4.314)  0.003
C (-1.277, 2.887, 3.013)  -0.005
C (-0.936, 3.071, -0.032)  0.019
C (-1.974, 3.987, 0.150)  -0.007
C (-2.097, 5.095, -0.681)  0.004
C (-1.179, 5.315, -1.694)  -0.006
C (-0.138, 4.412, -1.882)  0.005
C (-0.022, 3.300, -1.065)  0.009
H (-2.061, -0.229, 1.991)  0.027
H (-2.990, -0.314, 4.295)  0.000
H (-2.768, 1.645, 5.791)  0.000
H (-1.635, 3.690, 4.969)  0.000
H (-0.786, 3.785, 2.658)  0.000
H (-2.695, 3.828, 0.943)  -0.001
H (-2.917, 5.789, -0.532)  0.000
H (-1.272, 6.182, -2.337)  -0.001
H (0.582, 4.576, -2.674)  0.000
H (0.764, 2.570, -1.211)  -0.008
O (-2.196, -1.954, -1.951)  -0.001
N (-2.975, -1.364, -1.132)  0.001
C (-3.050, -0.008, -1.108)  0.002
C (-3.922, 0.642, -0.270)  0.001
C (-4.737, -0.077, 0.593)  -0.003
C (-4.633, -1.456, 0.577)  0.006
C (-3.756, -2.079, -0.289)  -0.005
H (-2.359, 0.473, -1.780)  -0.006
H (-3.927, 1.724, -0.287)  0.001
H (-5.408, 0.425, 1.276)  0.000
H (-5.225, -2.076, 1.236)  0.000
H (-3.607, -3.145, -0.360)  0.000



Here is C33H33F3N5O4RuSeTe as an isolated structure from OMol25. Energies are from ωB97M-V/def2-TZVPD.

Computed properties:
⟨S²⟩   0.756
Strongest force on any atom   0.66 eV/Å
Kohn-Sham gap (spin up / spin down)   5.8 / 5.9 eV
HOMO (spin up / spin down)   -6.5 / -6.6 eV
2S+1   2

Last column: Mulliken spin population.
Cartesian coordinates (Å):
Ru (-0.100, -1.231, 0.678)  0.922
C (4.144, -1.403, -4.350)  0.000
C (2.940, -0.981, -3.561)  0.002
C (2.364, 0.238, -3.690)  -0.002
C (1.207, 0.621, -2.925)  0.000
C (0.698, 1.901, -3.096)  -0.003
N (-0.519, 2.346, -2.800)  -0.001
C (-1.732, 1.530, -2.787)  0.000
C (-2.961, 2.368, -2.467)  0.000
C (-3.090, 2.713, -0.983)  0.000
N (-3.185, 1.506, -0.186)  0.002
C (-4.243, 1.059, 0.429)  -0.004
C (-4.270, -0.119, 1.206)  0.003
C (-5.404, -0.416, 1.994)  -0.001
C (-5.391, -1.430, 2.915)  0.001
C (-6.576, -1.760, 3.778)  -0.001
C (-4.162, -2.101, 3.104)  -0.003
C (-3.021, -1.876, 2.365)  -0.002
C (-1.768, -2.465, 2.851)  -0.010
N (-0.599, -2.288, 2.377)  -0.012
C (0.547, -2.799, 3.141)  0.023
C (1.155, -4.031, 2.477)  -0.001
C (0.997, -4.002, 0.965)  0.000
N (1.330, -2.703, 0.383)  0.121
C (0.684, -2.497, -0.792)  -0.103
C (1.323, -1.579, -1.802)  0.002
C (2.362, -1.902, -2.617)  0.000
C (0.776, -0.245, -1.867)  0.021
O (0.020, 0.130, -0.921)  -0.010
C (-3.086, -0.928, 1.280)  -0.001
O (-2.159, -0.734, 0.447)  0.031
H (4.709, -0.534, -4.688)  0.000
H (3.868, -1.991, -5.228)  0.000
H (4.811, -2.018, -3.744)  0.000
H (2.773, 0.966, -4.384)  0.000
H (1.353, 2.651, -3.530)  0.000
H (-0.664, 3.334, -2.940)  0.000
H (-1.616, 0.725, -2.063)  -0.001
H (-1.822, 1.066, -3.774)  0.000
H (-3.843, 1.800, -2.771)  0.000
H (-2.968, 3.290, -3.057)  0.000
H (-3.970, 3.329, -0.793)  0.000
H (-2.216, 3.264, -0.627)  0.000
H (-2.365, 0.891, -0.100)  0.001
H (-5.137, 1.676, 0.379)  0.000
H (-6.292, 0.198, 1.876)  0.001
H (-7.499, -1.780, 3.197)  0.000
H (-6.706, -1.033, 4.582)  0.000
H (-6.463, -2.740, 4.241)  0.000
H (-4.107, -2.818, 3.919)  0.000
H (-1.875, -3.015, 3.789)  -0.002
H (0.253, -2.998, 4.175)  0.002
H (1.270, -1.983, 3.147)  -0.005
H (0.678, -4.938, 2.858)  0.000
H (2.210, -4.087, 2.752)  0.000
H (-0.034, -4.280, 0.703)  0.001
H (1.655, -4.761, 0.528)  -0.003
H (0.078, -3.294, -1.229)  0.005
H (2.805, -2.892, -2.541)  0.000
Te (3.373, -0.263, 0.629)  0.026
C (3.968, 1.316, -0.625)  0.001
C (5.085, 1.215, -1.448)  -0.001
C (5.400, 2.245, -2.323)  0.000
C (4.611, 3.386, -2.362)  0.001
C (3.508, 3.497, -1.525)  0.000
C (3.174, 2.461, -0.664)  0.002
H (5.712, 0.332, -1.403)  0.000
H (6.272, 2.164, -2.961)  0.000
H (4.869, 4.199, -3.031)  0.000
H (2.910, 4.402, -1.535)  0.000
H (2.314, 2.534, -0.006)  -0.005
Se (3.839, 0.961, 2.814)  -0.001
C (5.542, 0.316, 3.167)  0.001
N (6.597, -0.062, 3.436)  0.000
F (-1.864, 3.184, 1.881)  0.000
C (-0.969, 2.724, 2.811)  0.002
F (-0.349, 3.798, 3.303)  0.000
F (-1.694, 2.189, 3.799)  0.000
C (-0.005, 1.711, 2.115)  -0.002
O (1.013, 2.191, 1.624)  0.001
O (-0.472, 0.549, 2.083)  0.002



Here is C33H33F5N6PPd as an isolated structure from OMol25. Energies are from ωB97M-V/def2-TZVPD.

Computed properties:
Strongest force on any atom   2.92 eV/Å
Kohn-Sham gap (spin up / spin down)   3.6 / 3.6 eV
HOMO (spin up / spin down)   -15.5 / -15.5 eV
Charge   +3
2S+1   1
Relative energy (zero: lowest compared OMol25 entry of this formula, charge and spin)   4.267 eV

Last column: Löwdin charge in e.
Cartesian coordinates (Å):
Pd (1.118, 0.752, -0.667)  0.918
N (3.419, 0.321, -1.101)  0.024
C (3.672, 0.279, -2.561)  -0.187
C (2.496, -0.378, -3.269)  -0.172
N (1.194, 0.195, -2.895)  -0.125
C (0.747, 1.382, -3.643)  -0.187
C (1.561, 2.622, -3.302)  -0.213
N (1.551, 2.831, -1.850)  -0.004
H (4.064, 0.968, -0.657)  0.110
H (3.579, -0.606, -0.720)  0.038
H (4.567, -0.302, -2.801)  0.140
H (3.853, 1.287, -2.920)  0.104
H (2.484, -1.428, -2.977)  0.099
H (2.647, -0.332, -4.353)  0.144
H (0.499, -0.530, -3.037)  0.114
H (-0.299, 1.550, -3.376)  0.110
H (0.795, 1.206, -4.722)  0.137
H (1.124, 3.468, -3.837)  0.136
H (2.582, 2.515, -3.658)  0.105
H (0.730, 3.368, -1.591)  0.068
H (2.364, 3.355, -1.545)  0.102
C (3.849, -1.264, 2.125)  -0.136
P (2.150, -1.571, 1.552)  1.230
C (2.155, -2.527, 0.022)  -0.395
C (3.267, -3.280, -0.366)  -0.061
C (3.190, -4.066, -1.505)  -0.024
C (2.023, -4.098, -2.260)  -0.017
C (0.920, -3.341, -1.877)  -0.049
C (0.984, -2.543, -0.747)  -0.116
C (1.400, -2.557, 2.832)  -0.337
C (0.918, -3.844, 2.552)  -0.038
C (0.474, -4.631, 3.596)  -0.014
C (0.427, -4.123, 4.893)  0.011
C (0.895, -2.839, 5.170)  -0.020
C (1.369, -2.048, 4.144)  -0.076
H (4.338, -2.220, 2.319)  0.092
H (3.794, -0.704, 3.061)  0.075
H (4.419, -0.673, 1.411)  0.057
H (4.170, -3.288, 0.232)  0.117
H (4.039, -4.671, -1.791)  0.132
H (1.973, -4.722, -3.141)  0.133
H (0.005, -3.396, -2.451)  0.128
H (0.111, -1.989, -0.424)  0.081
H (0.942, -4.231, 1.542)  0.114
H (0.175, -5.652, 3.399)  0.132
H (0.015, -4.728, 5.688)  0.135
H (0.901, -2.472, 6.187)  0.132
H (1.728, -1.048, 4.356)  0.109
N (-9.591, 3.388, -2.078)  0.210
C (-8.509, 3.206, -1.739)  -0.159
C (-7.148, 3.005, -1.359)  -0.200
C (-6.408, 1.984, -1.957)  0.010
C (-5.079, 1.815, -1.624)  -0.001
C (-4.474, 2.663, -0.698)  -0.168
C (-5.226, 3.655, -0.076)  0.009
C (-6.556, 3.831, -0.406)  0.017
N (-3.077, 2.544, -0.423)  0.025
C (-2.324, 3.388, 0.363)  0.007
C (-1.036, 2.967, 0.273)  -0.122
N (-0.985, 1.870, -0.557)  0.003
C (-2.223, 1.640, -0.949)  -0.105
H (-6.873, 1.338, -2.688)  0.136
H (-4.522, 1.023, -2.102)  0.105
H (-4.788, 4.303, 0.669)  0.111
H (-7.134, 4.612, 0.067)  0.139
H (-2.733, 4.213, 0.913)  0.133
H (-0.161, 3.379, 0.747)  0.117
H (-2.521, 0.825, -1.583)  0.139
F (1.956, 1.713, 1.771)  0.063
C (0.856, 1.040, 2.160)  -0.277
C (0.249, 0.188, 1.202)  -0.156
C (-0.924, -0.442, 1.605)  -0.251
F (-1.601, -1.174, 0.720)  0.116
C (-1.421, -0.320, 2.886)  -0.120
F (-2.519, -0.946, 3.233)  0.200
C (-0.764, 0.503, 3.812)  -0.098
F (-1.232, 0.614, 5.020)  0.231
C (0.387, 1.198, 3.447)  -0.156
F (1.003, 1.977, 4.313)  0.182



Here is a 2-piece molecular cluster, C33H33N2O3 overall from OMol25. Energies are from ωB97M-V/def2-TZVPD.

Computed properties:
Strongest force on any atom   2.90 eV/Å
Kohn-Sham gap   3.9 eV
HOMO   -9.3 eV
Charge   +1
2S+1   1
Relative energy (zero: lowest compared OMol25 entry of this formula, charge and spin)   2.846 eV

Last column: Löwdin charge in e.
Cartesian coordinates (Å):
C (-6.746, -0.288, -0.360)  -0.033
O (-5.761, -1.341, -0.409)  -0.058
C (-4.505, -1.137, -0.872)  -0.225
C (-3.696, -2.300, -0.960)  0.030
C (-2.426, -2.219, -1.467)  0.007
C (-1.850, -0.967, -1.842)  -0.200
C (-0.503, -0.906, -2.308)  0.097
C (-0.002, -0.042, -3.314)  -0.181
C (1.382, -0.131, -3.676)  0.026
C (1.957, 0.796, -4.529)  -0.004
C (1.198, 1.854, -5.054)  -0.223
C (1.853, 2.879, -5.928)  -0.025
C (-0.185, 1.889, -4.813)  -0.003
C (-0.796, 0.908, -4.042)  0.017
C (-2.669, 0.191, -1.711)  -0.006
C (-3.989, 0.112, -1.298)  0.021
H (-7.605, -0.800, 0.078)  0.102
H (-6.435, 0.547, 0.286)  0.101
H (-7.000, 0.079, -1.367)  0.105
H (-4.146, -3.235, -0.628)  0.136
H (-1.837, -3.127, -1.588)  0.128
H (0.169, -1.708, -1.973)  0.118
H (1.977, -0.933, -3.241)  0.130
H (3.017, 0.727, -4.785)  0.134
H (1.225, 3.769, -6.005)  0.087
H (2.820, 3.173, -5.512)  0.096
H (2.032, 2.507, -6.944)  0.106
H (-0.780, 2.696, -5.246)  0.128
H (-1.882, 0.868, -3.963)  0.116
H (-2.241, 1.174, -1.918)  0.123
H (-4.629, 1.000, -1.288)  0.121
O (6.213, 0.364, -2.005)  0.026
N (5.999, -0.305, -0.965)  -0.332
O (6.532, -1.419, -0.767)  0.050
C (5.100, 0.233, -0.002)  -0.173
C (4.748, -0.530, 1.137)  0.016
C (3.612, -0.195, 1.839)  -0.016
C (2.813, 0.922, 1.441)  -0.205
C (1.517, 1.205, 1.989)  -0.018
C (0.634, 0.277, 2.547)  -0.189
N (-0.379, 0.701, 3.336)  -0.065
C (-0.430, 2.069, 3.828)  -0.148
C (-1.765, 2.185, 4.573)  -0.149
C (-2.386, 0.783, 4.614)  -0.147
C (-1.427, -0.161, 3.873)  -0.143
C (0.705, -1.177, 2.263)  -0.183
C (0.668, -1.613, 0.930)  -0.029
C (0.751, -2.972, 0.629)  -0.077
C (0.885, -3.904, 1.669)  -0.072
C (0.882, -3.489, 3.001)  -0.058
C (0.742, -2.132, 3.296)  -0.037
C (3.377, 1.828, 0.482)  -0.026
C (4.461, 1.457, -0.281)  -0.005
H (5.352, -1.393, 1.394)  0.121
H (3.300, -0.797, 2.697)  0.120
H (1.256, 2.265, 2.041)  0.096
H (0.408, 2.260, 4.519)  0.136
H (-0.368, 2.811, 3.025)  0.111
H (-1.591, 2.580, 5.576)  0.111
H (-2.403, 2.880, 4.023)  0.107
H (-2.507, 0.442, 5.646)  0.111
H (-3.361, 0.757, 4.122)  0.105
H (-1.942, -0.767, 3.109)  0.129
H (-1.025, -0.873, 4.608)  0.101
H (0.538, -0.868, 0.145)  0.102
H (0.743, -3.296, -0.410)  0.092
H (1.016, -4.964, 1.427)  0.111
H (1.003, -4.206, 3.815)  0.114
H (0.670, -1.825, 4.338)  0.115
H (2.899, 2.792, 0.306)  0.112
H (4.811, 2.040, -1.130)  0.118